# 1
The following is a quantum chemistry calculation of 7 unconnected molecules or ions with the total composition H14O7, from the Open Molecules 2025 dataset.

Calculated values
Relative energy (zero: lowest compared OMol25 entry of this formula, charge and spin)   40.3 kcal/mol
Orbital gap   10.43 eV
LUMO energy   -0.08 eV
SMILES   O.O.O.O.O.O.O
HOMO level   -10.5 eV
E_tot   -14559.7133 eV

Structure (XYZ):
```
21
Properties=species:S:1:pos:R:3:forces:R:3:mulliken_charge:R:1
O -10.01252 -22.45687 20.30131 0.3 -0.4 -0.3 -0.544
H -9.29356 -22.27006 19.69762 0.3 0.2 -0.2 0.272
H -10.34014 -23.31329 20.02664 -0.2 -0.2 0.0 0.237
O -13.07958 -19.55469 23.97234 0.1 -0.4 0.5 -0.641
H -13.49970 -19.32641 23.14311 -0.3 0.3 -0.5 0.362
H -12.28427 -19.02245 23.99295 0.2 0.1 0.0 0.308
O -11.21170 -20.49707 21.58151 -0.2 0.5 0.0 -0.555
H -11.99517 -20.81103 22.03300 -0.2 0.1 0.5 0.289
H -10.80772 -21.28775 21.22393 0.1 -0.3 -0.1 0.318
O -10.95916 -17.95011 20.62742 -0.1 0.9 -0.4 -0.629
H -10.97341 -18.73655 20.08195 0.0 -0.3 0.2 0.304
H -10.42191 -18.19116 21.38206 0.0 -0.3 0.2 0.299
O -14.31599 -18.83665 21.46761 -0.2 -0.2 0.1 -0.660
H -14.76337 -17.99764 21.35740 -0.1 0.2 0.1 0.302
H -13.85275 -18.97201 20.64099 0.4 0.0 -0.1 0.316
O -7.86430 -21.26980 22.07894 0.3 0.3 0.0 -0.636
H -7.35004 -22.06171 21.92196 0.1 -0.2 0.0 0.291
H -8.77043 -21.53791 21.92638 -0.4 -0.1 0.2 0.347
O -10.70552 -23.08109 23.26080 0.0 0.2 -0.1 -0.562
H -10.05828 -23.64831 23.67982 0.2 -0.1 0.2 0.286
H -11.37027 -23.68253 22.92524 -0.2 -0.1 0.0 0.295
```
Positions in Å, forces in eV/Å.

***

# 2
The following is a quantum chemistry calculation of a molecular structure, C45H37BrN5O3SeSiV, from the Open Molecules 2025 dataset.

Calculated values
Orbital gap   4.87 eV
LUMO energy   -6.78 eV
HOMO level   -11.7 eV
E_tot   -229801.4633 eV
Charge   +2

Structure (XYZ):
```
94
Properties=species:S:1:pos:R:3:forces:R:3:mulliken_charge:R:1
V 0.05012 0.03412 -0.30612 0.3 0.7 0.2 -0.351
C 10.56520 0.56187 8.65457 0.0 0.0 0.0 -0.850
O 9.20376 0.31525 8.98635 0.0 0.0 0.0 -0.454
C 8.30637 0.24813 7.99246 0.0 0.0 0.1 0.933
C 6.98517 0.00479 8.38927 0.0 0.0 -0.1 -0.811
C 5.99050 -0.08267 7.44486 0.0 0.0 0.0 -0.460
C 6.28032 0.06804 6.08364 0.0 0.0 0.0 0.369
C 7.59621 0.31192 5.70112 0.0 0.0 0.1 -0.805
C 8.60856 0.40234 6.64016 0.0 0.0 0.0 -0.503
C 5.25236 -0.01918 5.05544 0.0 0.0 0.1 0.347
N 5.43693 0.20626 3.77036 0.0 0.0 -0.1 -0.880
C 4.22052 0.01268 3.19183 -0.1 -0.1 0.1 0.753
C 3.26910 -0.34069 4.13119 0.0 0.0 0.0 -0.166
N 3.94630 -0.35261 5.32402 0.0 0.0 -0.1 -0.127
C 1.91956 -0.64793 3.79397 0.1 0.0 -0.1 0.918
C 0.90701 -1.08065 4.66630 -0.1 0.0 -0.1 -0.944
C -0.34024 -1.35566 4.16074 0.0 0.0 0.0 -1.303
C -0.57453 -1.21105 2.78833 0.0 -0.1 0.0 -0.710
N 0.36562 -0.82615 1.94849 -0.1 0.2 0.0 0.832
C 1.58063 -0.52371 2.43314 0.1 0.0 0.0 0.225
C 2.54642 -0.09234 1.45288 0.0 -0.1 0.1 -0.405
N 2.10734 0.05266 0.17644 0.1 0.1 -0.3 0.609
C 3.00000 0.32963 -0.77372 0.1 0.0 0.0 -0.330
C 4.35622 0.50488 -0.50774 -0.1 0.0 0.0 -1.273
C 4.80014 0.43638 0.79235 0.0 0.0 0.0 -0.853
C 3.88289 0.13352 1.80647 -0.1 0.0 0.0 0.848
H 11.09990 0.57756 9.59873 0.0 0.0 0.0 0.245
H 10.67629 1.52702 8.15627 0.0 0.0 0.0 0.349
H 10.96336 -0.23476 8.02298 0.0 0.0 0.0 0.352
H 6.77199 -0.10889 9.44244 0.0 0.0 0.0 0.425
H 4.98081 -0.26341 7.79416 0.0 0.0 0.0 0.242
H 7.82871 0.42881 4.65209 0.0 0.0 0.0 0.443
H 9.61992 0.58886 6.31153 0.0 0.0 0.0 0.418
H 3.58125 -0.58086 6.23175 0.0 0.0 0.0 0.201
H 1.10331 -1.20222 5.72353 0.0 0.0 0.0 0.505
H -1.14233 -1.68983 4.80290 0.0 0.0 0.0 0.520
H -1.54912 -1.42357 2.36613 0.0 0.0 0.0 0.644
H 2.61551 0.42767 -1.78068 0.0 0.0 0.0 0.323
H 5.02967 0.71372 -1.32596 0.0 0.0 0.0 0.510
H 5.83852 0.59636 1.05113 0.0 0.0 0.0 0.635
C 0.07785 3.82652 -2.06321 0.0 0.0 0.0 -0.734
C -1.03446 3.25247 -2.75551 0.0 0.1 0.0 -0.758
C -1.40627 1.93657 -2.61219 0.2 0.1 0.1 -1.003
C -0.57335 1.24474 -1.71619 -0.2 -0.3 0.0 0.245
C 0.43251 1.78029 -1.07803 0.0 -0.1 0.3 2.168
C 0.85533 3.11464 -1.17781 -0.1 -0.1 -0.1 -0.846
C -0.27438 -1.46238 -2.93408 -0.1 0.2 -0.1 0.320
C -1.29549 -2.27553 -3.47245 0.0 0.0 -0.2 -0.217
C -1.89206 -3.21732 -2.69360 0.0 0.0 0.1 -1.125
C -1.36340 -3.50982 -1.40826 0.0 0.0 0.0 0.744
C -1.75873 -4.63205 -0.66028 0.1 0.0 0.0 -0.815
C -1.07711 -4.97230 0.48324 0.0 0.0 0.0 -0.923
C 0.03622 -4.22181 0.87929 0.1 0.0 0.0 -0.391
C 0.42512 -3.10019 0.17951 -0.1 -0.1 0.0 -0.384
C -0.30622 -2.70315 -0.94297 -0.2 0.0 0.1 0.297
N 0.04845 -1.52900 -1.62532 0.0 -0.2 0.1 0.034
H 0.29374 4.87334 -2.23729 0.0 0.0 0.0 0.486
H -1.60903 3.90365 -3.40292 0.0 0.0 0.0 0.561
H -2.26414 1.50874 -3.11020 0.0 0.0 0.0 0.716
H 1.68410 3.55209 -0.64016 0.0 0.0 0.0 0.626
H -1.58729 -2.13745 -4.50602 0.1 -0.1 0.3 -0.092
H -2.70996 -3.81125 -3.08227 0.0 0.0 0.0 0.492
H -2.57700 -5.24268 -1.01918 0.0 0.0 0.0 0.483
H -1.36646 -5.84716 1.04813 0.0 0.0 0.0 0.449
H 0.62175 -4.54126 1.73165 0.0 0.0 0.0 0.519
H 1.32178 -2.56486 0.45227 0.0 0.0 0.0 0.461
C 1.57641 -0.42293 -7.16864 -0.1 0.0 0.1 -1.087
Si 0.00721 -0.10436 -6.21489 0.0 0.1 -0.2 0.454
C -1.37328 -1.26575 -6.67736 0.1 0.0 -0.1 -1.145
C -0.52830 1.68120 -6.29808 0.0 -0.1 0.1 -1.026
Se 0.81015 -0.35232 -3.98217 0.1 -0.1 -0.1 0.117
H 1.43913 -0.12177 -8.20910 0.0 0.0 0.0 0.366
H 1.84263 -1.48059 -7.15403 0.0 0.0 0.0 0.328
H 2.42220 0.14407 -6.77580 0.0 0.0 0.0 0.361
H -1.62703 -1.03315 -7.71577 0.0 0.0 0.0 0.422
H -2.28158 -1.12181 -6.09142 0.0 0.0 -0.1 0.395
H -1.08184 -2.31661 -6.65457 0.0 0.0 0.0 0.375
H -0.65825 1.97794 -7.34082 0.0 0.0 0.0 0.452
H 0.21019 2.35020 -5.85297 0.0 0.0 0.0 0.332
H -1.47917 1.83650 -5.78558 0.0 0.0 0.0 0.282
Br -5.27858 2.73289 1.39054 0.0 0.0 0.0 -0.099
C -3.56938 3.08192 2.09128 0.1 0.1 0.0 -0.243
C -3.48552 4.07628 3.05907 0.0 -0.1 -0.1 -0.487
C -2.27163 4.38317 3.64477 0.1 0.0 0.0 -0.533
C -1.12120 3.69478 3.27936 0.0 0.0 0.0 -1.153
C -1.19833 2.70318 2.32374 0.0 0.0 0.0 0.063
C -2.41341 2.38434 1.70685 -0.3 0.1 -0.1 0.736
C -2.45949 1.35780 0.64644 0.7 -0.5 -0.1 0.210
O -3.28184 1.11162 -0.17124 -0.1 0.2 0.0 -0.508
O -1.29246 0.54878 0.67705 -0.6 0.0 0.1 0.023
H -4.38201 4.60565 3.34855 0.0 0.0 0.0 0.456
H -2.22825 5.16350 4.39263 0.0 0.0 0.0 0.417
H -0.17150 3.93258 3.73802 0.0 0.0 0.0 0.454
H -0.30243 2.16927 2.04216 0.0 0.0 0.0 0.302
```
Positions in Å, forces in eV/Å.

***

# 3
The following is a quantum chemistry calculation of a molecular structure, C24H16BrCl5N4O2PdS, from the Open Molecules 2025 dataset.

Calculated values
Relative energy (zero: lowest compared OMol25 entry of this formula, charge and spin)   37.1 kcal/mol
Orbital gap   4.76 eV
LUMO energy   -8.74 eV
HOMO level   -13.5 eV
E_tot   -182156.6944 eV
Charge   +2

Structure (XYZ):
```
54
Properties=species:S:1:pos:R:3:forces:R:3:mulliken_charge:R:1
Pd 0.78532 -0.37910 0.38585 0.1 0.0 0.2 -0.447
C 2.72653 -1.25908 -4.52243 0.0 0.0 0.0 -1.500
C 2.72388 -0.22210 -3.43778 0.0 0.0 0.0 0.306
C 3.44841 0.96067 -3.52631 0.0 0.0 0.0 -0.520
C 3.43571 1.83732 -2.46509 0.0 0.0 0.0 -0.719
C 2.70404 1.54479 -1.32255 -0.1 0.0 0.0 0.097
Br 2.82859 2.83367 0.02365 0.0 0.1 0.0 0.070
N 1.96441 0.42206 -1.21973 0.1 0.0 -0.1 0.518
C 2.00421 -0.43157 -2.27943 0.0 0.0 0.1 -0.771
H 2.88257 -0.80081 -5.49709 0.0 0.0 0.0 0.416
H 1.79195 -1.81722 -4.54481 0.0 0.0 0.0 0.401
H 3.53448 -1.97377 -4.35795 0.0 0.0 0.0 0.333
H 4.02081 1.19456 -4.41537 0.0 0.0 0.0 0.483
H 3.99136 2.76246 -2.49814 0.0 0.0 0.0 0.496
H 1.43604 -1.34213 -2.17417 0.0 0.0 0.0 1.110
O -0.79721 -3.90423 -0.74013 0.0 0.0 0.0 -0.576
C -0.31939 -2.95965 -0.18015 0.0 0.0 0.1 0.052
O 0.55602 -2.12024 -0.67728 -0.2 0.1 -0.1 -0.513
C -0.69227 -2.64623 1.25433 0.0 -0.1 0.0 0.408
C -1.43219 -3.53270 2.00916 0.0 0.0 0.1 -0.641
C -1.71391 -3.21738 3.32861 0.0 0.0 0.0 -0.431
C -1.25052 -2.01514 3.84737 0.0 0.0 0.0 -0.981
C -0.52676 -1.16170 3.04051 0.0 0.0 0.0 -0.326
N -0.25125 -1.48469 1.76765 -0.1 0.0 -0.2 0.682
H -1.75886 -4.44891 1.53606 0.0 0.0 0.0 0.595
H -2.28663 -3.89636 3.94614 0.0 0.0 0.0 0.472
H -1.44501 -1.72797 4.87096 0.0 0.0 0.0 0.508
H -0.16496 -0.21347 3.40886 0.0 0.0 0.0 0.655
N -5.28464 0.68401 -2.85697 0.0 0.0 0.0 -0.359
C -4.77262 1.40554 -1.85043 -0.1 0.0 -0.1 -0.293
S -5.40435 2.77846 -1.23642 0.0 0.0 0.0 -0.245
C -3.45387 0.94452 -1.32655 0.0 0.0 0.0 0.598
C -2.40063 0.62597 -2.17894 0.0 0.0 0.0 -0.662
C -1.16961 0.30613 -1.64923 0.1 0.0 0.0 -0.376
N -0.96202 0.29597 -0.32590 0.0 -0.2 0.0 0.753
C -1.97816 0.56482 0.51531 0.0 0.1 0.0 -0.591
C -3.22337 0.89833 0.04593 0.0 0.0 0.0 -0.856
H -6.16853 0.97041 -3.25036 0.0 0.0 0.0 0.230
H -4.94718 -0.23681 -3.08611 0.0 0.0 0.0 0.228
H -2.51406 0.64939 -3.25414 0.0 0.0 0.0 0.531
H -0.33790 0.06022 -2.28940 0.0 0.0 0.0 0.513
H -1.77350 0.53635 1.57290 0.0 0.0 0.0 0.652
H -4.01147 1.15300 0.74084 0.0 0.0 0.0 0.526
Cl 2.77923 -1.01406 1.59789 0.0 0.0 0.0 0.013
C 2.21714 0.42121 2.46324 0.1 0.0 -0.1 2.137
C 1.16956 1.01149 1.80755 0.0 0.0 0.0 -1.729
C 0.65325 2.19299 2.30191 0.0 0.0 0.0 0.703
Cl -0.51364 3.10989 1.43824 0.0 -0.1 0.0 -0.088
C 1.20016 2.71285 3.48974 0.0 0.0 0.0 0.273
Cl 0.58338 4.16710 4.12957 0.0 0.0 0.0 -0.123
C 2.26314 2.06988 4.14398 0.0 0.0 0.0 0.475
Cl 2.91847 2.71754 5.57447 0.0 0.0 0.0 -0.116
C 2.81017 0.89707 3.61113 0.0 0.0 0.0 -0.239
Cl 4.12569 0.07666 4.31104 0.0 0.0 0.0 -0.133
```
Positions in Å, forces in eV/Å.